No. 1
The following is a quantum chemistry calculation of a cluster of 2 separate species, C4H12 in total, from OMol25.

Last columns: bonded neighbours and bond lengths (Å).
CARTESIAN COORDINATES (ANGSTROEM)
1 C -2.04 1.43 -1.22  C2 1.561, H3 1.286, H4 1.136, H5 1.159
2 C -0.69 1.92 -1.86  C1 1.561, H6 1.049, H7 1.119, H8 1.014
3 H -1.46 0.47 -0.60  C1 1.286
4 H -2.57 2.11 -0.49  C1 1.136
5 H -2.95 1.17 -1.89  C1 1.159
6 H -0.57 2.96 -1.88  C2 1.049
7 H 0.04 1.34 -1.25  C2 1.119
8 H -0.70 1.61 -2.82  C2 1.014
9 C 1.56 -0.98 1.91  C10 1.464, H11 1.031, H12 1.076, H13 1.138
10 C 1.19 -2.19 1.18  C9 1.464, H14 1.091, H15 1.063, H16 1.141
11 H 0.83 -0.86 2.63  C9 1.031
12 H 2.54 -1.11 2.33  C9 1.076
13 H 1.73 -0.25 1.05  C9 1.138
14 H 1.28 -3.15 1.69  C10 1.091
15 H 1.74 -2.28 0.27  C10 1.063
16 H 0.07 -2.19 0.95  C10 1.141

## Properties
SMILES	CC.CC
Kohn-Sham gap	12.184	eV
total energy	-4340.5897	eV
lowest unoccupied orbital energy	0.037	Ha
multiplicity	1
relative energy (zero: lowest compared OMol25 entry of this formula, charge and spin)	1.939	eV
HOMO	-11.18	eV
net charge	0

---

No. 2
The following is a quantum chemistry calculation of a cluster of 2 separate species, C4H12 in total, from OMol25.

Last columns: bonded neighbours and bond lengths (Å).
CARTESIAN COORDINATES (ANGSTROEM)
1 C -1.06 -1.01 0.99  C2 1.499, H3 1.111, H4 1.075, H5 1.102
2 C -2.40 -0.82 1.65  C1 1.499, H6 1.092, H7 1.089, H8 1.090
3 H -1.04 -0.52 -0.01  C1 1.111
4 H -0.17 -0.57 1.39  C1 1.075
5 H -0.81 -2.06 0.79  C1 1.102
6 H -3.14 -1.62 1.55  C2 1.092
7 H -2.24 -0.60 2.70  C2 1.089
8 H -2.96 -0.04 1.14  C2 1.090
9 C 1.11 0.49 -1.54  C10 1.550, H11 1.073, H12 1.106, H13 1.110
10 C 2.32 1.32 -1.05  C9 1.550, H14 1.087, H15 1.093, H16 1.102
11 H 1.30 -0.52 -1.82  C9 1.073
12 H 0.37 0.69 -0.74  C9 1.106
13 H 0.62 1.09 -2.34  C9 1.110
14 H 2.95 1.61 -1.89  C10 1.087
15 H 3.00 0.62 -0.56  C10 1.093
16 H 2.08 2.23 -0.48  C10 1.102

## Properties
SMILES	CC.CC
Kohn-Sham gap	12.281	eV
total energy	-4341.7920	eV
lowest unoccupied orbital energy	0.042	Ha
multiplicity	1
relative energy (zero: lowest compared OMol25 entry of this formula, charge and spin)	0.736	eV
HOMO	-11.13	eV
net charge	0

---

No. 3
The following is a quantum chemistry calculation of a cluster of 2 separate species, C4H12 in total, from OMol25.

Last columns: bonded neighbours and bond lengths (Å).
CARTESIAN COORDINATES (ANGSTROEM)
1 C 2.55 -0.42 -0.64  C2 1.516, H3 1.101, H4 1.093, H5 1.084
2 C 1.95 0.66 0.24  C1 1.516, H6 1.095, H7 1.087, H8 1.096
3 H 3.59 -0.13 -0.84  C1 1.101
4 H 2.72 -1.31 -0.03  C1 1.093
5 H 2.02 -0.62 -1.57  C1 1.084
6 H 1.83 1.61 -0.29  C2 1.095
7 H 2.56 0.80 1.12  C2 1.087
8 H 0.90 0.42 0.47  C2 1.096
9 C -2.97 -0.27 0.25  C10 1.518, H11 1.092, H12 1.094, H13 1.094
10 C -1.48 -0.02 0.11  C9 1.518, H14 1.094, H15 1.087, H16 1.088
11 H -3.32 -0.05 1.26  C9 1.092
12 H -3.62 0.36 -0.36  C9 1.094
13 H -3.31 -1.28 0.00  C9 1.094
14 H -1.34 1.07 0.06  C10 1.094
15 H -1.00 -0.36 1.02  C10 1.087
16 H -1.07 -0.45 -0.80  C10 1.088

## Properties
SMILES	CC.CC
Kohn-Sham gap	12.437	eV
total energy	-4342.2531	eV
lowest unoccupied orbital energy	0.041	Ha
multiplicity	1
relative energy (zero: lowest compared OMol25 entry of this formula, charge and spin)	0.275	eV
HOMO	-11.33	eV
net charge	0

---

> Which value of net charge does entry 1 give?

0

---

> What is the lowest unoccupied orbital energy in the third record?

0.041 Ha

---

> Number 1 is which compound?

C4H12

---

What did the third record say?
The following is a quantum chemistry calculation of a cluster of 2 separate species, C4H12 in total, from OMol25.

Last columns: bonded neighbours and bond lengths (Å).
CARTESIAN COORDINATES (ANGSTROEM)
1 C 2.55 -0.42 -0.64  C2 1.516, H3 1.101, H4 1.093, H5 1.084
2 C 1.95 0.66 0.24  C1 1.516, H6 1.095, H7 1.087, H8 1.096
3 H 3.59 -0.13 -0.84  C1 1.101
4 H 2.72 -1.31 -0.03  C1 1.093
5 H 2.02 -0.62 -1.57  C1 1.084
6 H 1.83 1.61 -0.29  C2 1.095
7 H 2.56 0.80 1.12  C2 1.087
8 H 0.90 0.42 0.47  C2 1.096
9 C -2.97 -0.27 0.25  C10 1.518, H11 1.092, H12 1.094, H13 1.094
10 C -1.48 -0.02 0.11  C9 1.518, H14 1.094, H15 1.087, H16 1.088
11 H -3.32 -0.05 1.26  C9 1.092
12 H -3.62 0.36 -0.36  C9 1.094
13 H -3.31 -1.28 0.00  C9 1.094
14 H -1.34 1.07 0.06  C10 1.094
15 H -1.00 -0.36 1.02  C10 1.087
16 H -1.07 -0.45 -0.80  C10 1.088

## Properties
SMILES	CC.CC
Kohn-Sham gap	12.437	eV
total energy	-4342.2531	eV
lowest unoccupied orbital energy	0.041	Ha
multiplicity	1
relative energy (zero: lowest compared OMol25 entry of this formula, charge and spin)	0.275	eV
HOMO	-11.33	eV
net charge	0